ORCA calculation (wB97M-V/def2-TZVPD) on a single C2H4N2O molecule.

Geometry (Å):
N  -0.64  1.19  0.12
C  -0.67  -0.03  0.62
N  0.42  -0.76  0.39
C  1.18  -0.14  -0.92
O  2.07  -0.80  -1.35
H  -1.50  1.70  0.09
H  -1.54  -0.44  1.13
H  0.42  -1.74  0.63
H  0.26  1.01  -0.71

frontier orbital gap	9.0989	eV